Entry 1:
One molecule with the formula C28H40N4O6. Source: the Open Molecules 2025 dataset; level of theory: ωB97M-V/def2-TZVPD.

## Properties
- ΔE to the lowest compared entry with this formula, charge and spin: 0.6102 eV
- Total energy: -1761.55395 hartree
- SMILES: CC(C)C[C@H](NC(=O)c1nc[nH]c1C(=O)N[C@@H](CC(C)C)C(=O)OC(C)(C)C)C(=O)OCc1ccccc1
- HOMO-LUMO gap: 0.3545 Ha
- Spin multiplicity: 1
- LUMO energy: 0.55 eV
- Charge: 0

Each line ends with the Löwdin charge.
CARTESIAN COORDINATES (ANGSTROEM)
1 C -2.299206 2.757690 2.921990  -0.156
2 O 4.475381 0.456251 1.409745  0.117
3 H -4.799130 1.066869 -5.869930  0.074
4 H -3.061521 1.227195 -5.611858  0.080
5 C 3.639687 -2.747808 1.731855  -0.027
6 H 3.936257 -4.372102 0.376065  0.108
7 C -2.184754 -1.883348 -1.496420  -0.422
8 H 2.342949 1.145093 -0.254735  0.158
9 H 1.526688 -5.212187 3.799640  0.106
10 C -0.762559 -2.679996 0.308396  -0.541
11 H -3.476445 2.361963 -3.294439  0.084
12 C -0.537887 -2.136717 1.719225  0.007
13 C 0.521973 -2.596147 -0.512592  0.007
14 C -2.911971 -0.324062 -3.337934  -0.119
15 H -4.639601 1.608232 -2.200076  0.060
16 H 4.346336 5.074804 -0.721086  0.082
17 H 0.134635 -2.790470 2.265568  0.066
18 H 3.354076 3.093680 -2.134556  0.088
19 H 4.282875 -0.640816 3.409276  0.134
20 H -2.556213 3.281461 3.820892  0.123
21 N 1.153261 1.806496 1.266870  0.128
22 H 0.813667 -1.553426 -0.623112  0.083
23 H -4.205985 2.115018 2.194165  0.166
24 H -3.765218 -0.361448 -5.918767  0.075
25 H 4.241139 -2.058579 1.158555  0.113
26 H 2.579602 -5.955835 1.695370  0.104
27 C 3.469786 -4.049841 1.295066  -0.087
28 C 2.547901 3.946619 -0.317961  -0.426
29 N -1.083022 2.597903 2.482174  0.114
30 C 2.471800 1.605652 0.733254  -0.195
31 H -1.498278 -4.470958 -0.647701  0.079
32 C 2.393775 3.423518 -1.743973  -0.062
33 C -3.288678 0.817938 0.082085  -0.432
34 C 3.351788 5.245608 -0.315099  -0.080
35 H -2.770636 -1.269958 -3.864950  0.117
36 H -1.486992 -2.074796 2.245967  0.094
37 H 1.036289 2.235168 2.174755  0.141
38 C -4.370339 1.743783 -3.243148  -0.070
39 H 1.550853 4.154300 0.086920  0.133
40 N -2.605000 0.448096 -1.008691  0.124
41 H -5.011006 -0.231478 -3.771528  0.139
42 C 0.033798 1.529497 0.580431  -0.404
43 C 2.709334 -4.939451 2.036180  -0.089
44 C 3.296394 0.632778 1.572121  -0.443
45 H 2.858306 6.000003 -0.922858  0.076
46 C 3.217930 -0.899145 3.374013  -0.094
47 C -2.524020 1.624341 1.060223  -0.070
48 H 1.693434 2.593669 -1.786134  0.059
49 H -5.183462 2.272900 -3.735778  0.076
50 C -4.128074 0.399276 -3.923724  -0.426
51 H 2.013908 4.211279 -2.390370  0.079
52 C -1.305943 -4.105572 0.357234  -0.009
53 C 2.279682 -3.216625 3.649985  -0.057
54 C 3.241389 2.927037 0.591925  -0.115
55 C -1.186424 1.889603 1.316048  -0.132
56 C 3.041881 -2.320978 2.911851  -0.195
57 H 3.455405 5.635139 0.695150  0.075
58 H 1.317289 -3.137225 -0.007804  0.068
59 C -3.926414 0.594142 -5.425422  -0.083
60 H -2.015940 0.282339 -3.487963  0.133
61 N -3.202592 2.183850 2.103170  0.140
62 C 2.118466 -4.522059 3.216455  -0.089
63 H -2.233525 -4.133749 0.924964  0.093
64 H -0.576314 -4.752328 0.837133  0.084
65 O 0.044878 1.031854 -0.543252  0.037
66 H 3.365721 3.362455 1.586970  0.130
67 O -1.976895 -2.790355 -2.259278  0.119
68 O -1.742304 -1.772647 -0.256068  0.038
69 H 2.761503 -0.748884 4.354786  0.132
70 H -4.075157 -0.874102 -1.587508  0.167
71 O 2.558937 0.027899 2.498690  0.023
72 O -4.464471 0.559865 0.303263  0.058
73 H 1.813359 -2.892947 4.569414  0.115
74 H 0.368355 -3.023247 -1.500181  0.087
75 H 4.233505 2.694718 0.202036  0.128
76 C -3.033424 -0.644705 -1.847248  -0.179
77 H -1.603053 0.659961 -1.030519  0.106
78 H -0.101735 -1.141950 1.672789  0.077

Forces on atoms 1 to 6 (eV/Å):
0.0 0.1 0.1
0.1 0.0 -0.1
-0.1 0.1 -0.1
0.1 0.1 -0.1
0.0 0.0 0.0
0.0 0.0 -0.1

Entry 2:
A 3-piece molecular cluster, C3H14N2O2 overall in a non-equilibrium geometry. Source: the Open Molecules 2025 dataset; level of theory: ωB97M-V/def2-TZVPD.

## Properties
- ΔE to the lowest compared entry with this formula, charge and spin: 2.0375 eV
- Total energy: -382.62489 hartree
- SMILES: CCNCN.O.O
- HOMO-LUMO gap: 0.3337 Ha
- Spin multiplicity: 1
- LUMO energy: 0.74 eV
- Charge: 0

Each line ends with the Löwdin charge.
CARTESIAN COORDINATES (ANGSTROEM)
1 H -0.642167 1.724798 -1.010430  0.009
2 H 0.001723 -1.565435 2.099684  0.104
3 C 1.965325 -2.045905 1.602031  -0.095
4 H -1.238529 -0.401640 -0.797046  -0.029
5 O -1.836528 -1.095598 -1.086638  -0.058
6 H 1.235053 -0.224838 2.469149  0.096
7 C 0.619021 1.261775 0.662707  -0.271
8 H 2.454298 -2.202629 2.561740  0.061
9 H 0.462450 1.428026 1.719749  0.111
10 O -1.327602 1.158075 -2.814800  -0.049
11 C 0.855437 -0.956411 1.766432  -0.280
12 H -1.323132 2.109392 -2.712442  0.046
13 H 1.451036 -2.957506 1.299999  0.057
14 H 1.520277 1.581300 0.130276  0.109
15 N -0.466901 1.926223 -0.039492  0.011
16 H 0.301747 -0.735615 -0.230132  0.071
17 H -1.284004 1.988949 0.541895  0.071
18 H 2.695374 -1.747854 0.848170  0.065
19 H -1.424184 -1.935978 -0.872021  0.034
20 N 0.539005 -0.203566 0.572341  -0.104
21 H -0.519919 0.660777 -2.871716  0.040

Forces on atoms 1 to 6 (eV/Å):
0.0 -0.3 0.4
-0.2 0.8 0.6
-0.7 0.7 -0.2
-0.3 0.1 0.3
-0.3 -0.3 -0.4
-0.4 -0.1 0.6

Entry 3:
C16H22N4O4 as an isolated structure in a non-equilibrium geometry. Source: the Open Molecules 2025 dataset; level of theory: ωB97M-V/def2-TZVPD.

## Properties
- ΔE to the lowest compared entry with this formula, charge and spin: 24.5453 eV
- Total energy: -1142.06066 hartree
- HOMO-LUMO gap: 0.2610 Ha
- Spin multiplicity: 1
- LUMO energy: -1.19 eV
- Charge: 0

Each line ends with the Löwdin charge.
CARTESIAN COORDINATES (ANGSTROEM)
1 C -1.514150 -1.033159 0.071022  -0.575
2 H -0.050577 -1.198016 -1.831426  0.086
3 C 1.706716 0.298925 2.315660  -0.194
4 H -0.043925 -3.632667 1.394552  0.170
5 H 1.384259 -2.428828 -0.465640  0.021
6 H -2.397722 -0.368120 -2.461448  0.214
7 H -0.766225 -2.529894 -2.400432  0.084
8 H -0.350793 -0.552675 2.548750  0.227
9 O -2.089011 -0.725381 1.128023  0.049
10 O 0.435682 -4.223590 -0.548891  -0.058
11 C 0.373448 2.527385 2.164056  -0.182
12 H -0.949220 3.812915 -2.439503  0.118
13 H 1.667635 -3.392128 -2.201574  0.261
14 N -1.343739 -2.101625 -0.565275  0.020
15 H 0.017606 2.208026 3.178307  0.157
16 H 3.666886 2.069673 0.192151  0.143
17 H 3.623964 0.087737 0.550942  0.184
18 H 1.667743 0.514774 3.640220  0.195
19 C -0.221511 -2.177437 -1.691146  -0.036
20 C -1.650821 1.734305 -2.547375  -0.319
21 N 0.116380 1.477237 1.218019  -0.060
22 C -1.334574 0.187249 -0.636163  0.009
23 C -1.817661 0.621351 -1.886080  0.000
24 C -0.620182 1.520030 0.145779  -0.079
25 O -2.747039 0.853947 -4.447656  -0.052
26 C 2.913016 1.181464 0.573666  -0.129
27 H -0.784772 -5.151335 0.841074  0.176
28 H -2.416859 -3.252911 1.021972  0.229
29 H 2.230716 3.320366 1.154682  0.204
30 C -0.639093 2.784576 -0.425911  0.056
31 C -1.028416 2.831835 -1.947907  0.129
32 H 2.257992 1.218841 -0.089223  -0.020
33 H 2.239712 -0.727939 2.636670  0.159
34 C 0.863339 -2.851609 -1.093347  -0.026
35 C 0.443412 0.116676 1.723514  -0.171
36 H -2.300143 -3.977856 -0.742296  0.177
37 N -2.332363 1.938184 -3.686202  -0.220
38 H -0.256397 3.287281 1.832495  0.121
39 C 1.707569 2.498356 2.001458  -0.363
40 H 1.923150 3.102657 3.181505  0.178
41 O -2.333155 3.104756 -4.294525  0.006
42 H 0.440612 -0.501355 0.991878  0.023
43 C -0.457205 -4.141547 0.290383  -0.473
44 C -1.571530 -3.342542 0.006835  -0.218
45 N 2.479437 1.477978 1.804234  -0.226
46 H -0.142195 3.534090 -0.205829  0.004

Forces on atoms 1 to 6 (eV/Å):
-3.1 5.8 2.6
1.1 3.3 -1.0
4.9 -1.4 8.2
-0.4 -0.6 -2.1
5.4 4.4 6.5
1.5 3.4 1.4

Entry 4:
C3H5N3O3 as an isolated structure in a non-equilibrium geometry. Source: the Open Molecules 2025 dataset; level of theory: ωB97M-V/def2-TZVPD.

## Properties
- ΔE to the lowest compared entry with this formula, charge and spin: 6.0269 eV
- Total energy: -507.12637 hartree
- HOMO-LUMO gap (spin up / spin down): 0.3224 / 0.3224 Ha
- Spin multiplicity: 1
- LUMO energy (spin up / spin down): -0.26 / -0.26 eV
- Charge: 0

Each line ends with the Löwdin charge.
CARTESIAN COORDINATES (ANGSTROEM)
1 H -0.017712 2.642825 0.176188  0.160
2 C 1.027873 0.971272 -0.005286  -0.437
3 O 1.774910 -1.241257 0.420073  0.034
4 C -0.757019 -1.046880 -0.657175  0.090
5 H 2.659586 -0.937247 0.259338  0.110
6 O 2.155595 1.369283 -0.222462  0.106
7 N -1.395514 1.128364 0.121230  0.099
8 C 0.737917 -0.432381 0.405983  -0.220
9 H 0.256496 -0.576635 1.426344  0.172
10 N -1.702491 -0.096160 -0.090057  -0.337
11 H -0.966108 -1.990195 -0.291412  0.082
12 N -0.158075 1.656219 0.017671  0.069
13 H -0.729125 -0.984389 -1.713238  0.103
14 O -2.886330 -0.462817 0.152797  -0.033

Forces on atoms 1 to 6 (eV/Å):
-1.1 0.2 -0.2
-0.4 -1.2 0.5
1.0 -2.9 0.0
3.4 2.8 2.8
0.3 1.1 -0.5
-0.9 0.4 0.1